Record 1
The following is a quantum chemistry calculation of a gas-phase ion, C8H13N2 (charge +1) in a non-equilibrium geometry, from the OMol25 dataset.

```
23
C8H13N2 ωB97M-V/def2-TZVPD
N 0.2864 0.7494 0.0606
N -0.3358 2.4707 1.3985
C 0.0712 -1.5530 -0.9125
C 0.5005 1.3874 1.1225
C -0.8292 -2.3132 0.0896
C 1.8858 0.0499 -1.3812
C -1.4742 2.8327 0.8244
C 0.9386 -0.3799 -0.2943
C -2.8005 -0.8313 1.1338
C -1.9536 -1.5410 0.6200
H 1.4945 -0.8976 0.4359
H -2.0319 3.6509 1.1384
H -0.0878 -2.5841 0.8610
H -0.1948 3.0788 2.2253
H -1.7954 2.1123 0.0790
H 1.0355 1.1816 2.0063
H -0.3475 -1.3538 -1.8412
H 2.7315 -0.6645 -1.7211
H -1.1882 -3.2037 -0.3267
H 0.8466 -2.2555 -1.0993
H 1.5016 0.1996 -2.4434
H 2.3871 1.0511 -1.1554
H -3.6596 -0.4195 1.5680
```

net charge: +1
ΔE to the lowest compared entry with this formula, charge and spin: 5.495 eV
SMILES: C#CCC[C@@H](C)/N=C/[NH+]=C
orbital gap: 7.3 eV


Record 2
The following is a quantum chemistry calculation of a gas-phase ion, C8H13N2O (charge +1) in a non-equilibrium geometry, from the OMol25 dataset.

```
24
C8H13N2O ωB97M-V/def2-TZVPD
O -1.9408 2.9385 0.2482
N -0.7748 -0.8401 0.4749
N -2.1510 0.7796 -0.4543
C 0.7956 0.8043 -0.6081
C 0.2960 0.0315 0.7476
C -0.0689 1.5095 0.5097
C 2.2104 1.2787 -0.9027
C -1.4668 1.9109 0.1144
C 1.4053 -0.2580 1.7789
C -1.8370 -0.5208 -0.1813
C -2.7955 -1.6543 -0.5148
H -2.9957 0.9080 -1.0746
H 2.8902 0.4349 -1.1496
H 2.3794 1.8592 -1.8768
H 2.0170 0.6300 1.8471
H -3.6780 -1.3677 -0.9867
H -2.1574 -2.3524 -0.9702
H 0.9247 -0.4306 2.7770
H 0.0873 0.4510 -1.4724
H 2.6864 1.7789 -0.0440
H -0.7139 -1.8249 0.5310
H -3.2317 -1.9274 0.4131
H 0.4226 2.3110 1.1108
H 2.1530 -1.0890 1.4291
```

net charge: +1
ΔE to the lowest compared entry with this formula, charge and spin: 1.187 eV
SMILES: CC1=[NH+][C@@]2(C)[C@H](C)[C@H]2C(=O)N1
orbital gap: 9.7 eV